Here is a cluster of 15 separate species, C72H189N15O21 in total in a non-equilibrium geometry from the Open Molecules 2025 dataset. Energies are from ωB97M-V/def2-TZVPD.

The value obtained for the energy above the lowest of the compared OMol25 structures with the same formula, charge and spin is 1.4861 eV. As for the highest occupied orbital energy: -8.073 eV. As for the spin multiplicity: 1. For the LUMO energy, the calculation gives 0.494 eV. Its net charge is 0. Its molar mass is 1601.39 g/mol. The frontier orbital gap comes out at 8.57 eV.

The geometry in XYZ format:
```
297
Properties=species:S:1:pos:R:3:forces:R:3
C -20.209060 -12.575080 12.856922 1.918 -1.022 0.490
C -19.949966 -11.920032 14.245030 -1.943 0.069 -2.011
C -19.376093 -10.528907 14.130493 1.110 -0.369 -0.599
O -18.113128 -10.672493 13.477382 0.905 0.930 0.128
C -17.423955 -9.435679 13.143649 -0.781 -0.546 -0.512
N -21.282552 -11.833939 14.860423 0.327 -0.253 1.434
H -19.255876 -12.681922 12.339115 -0.026 0.581 -0.563
H -20.997112 -12.151275 12.234447 0.181 0.436 0.209
H -20.432010 -13.632471 12.999428 -0.549 -0.097 0.306
H -19.241183 -12.501981 14.834145 -0.273 -0.211 0.071
H -19.238648 -10.175525 15.152413 -0.133 0.599 0.044
H -19.999717 -9.887195 13.508095 -0.368 0.227 0.288
H -17.878817 -8.983250 12.262447 -0.380 0.071 -0.094
H -16.403265 -9.631600 12.815165 -0.012 -0.401 0.481
H -17.428045 -8.672782 13.922159 0.006 -0.229 0.411
H -22.005556 -11.617177 14.189322 0.217 0.541 -0.288
H -21.529247 -12.768392 15.153729 -0.034 -0.148 0.369
C -17.592248 2.101839 12.314968 0.201 0.610 0.344
C -19.048719 1.878638 12.016742 -0.466 -2.085 1.524
C -20.067291 2.429453 13.055296 1.713 1.405 -1.144
O -20.025877 1.694330 14.253720 -0.559 0.289 0.109
C -20.809826 2.236022 15.293269 -0.141 0.293 0.239
N -19.308110 2.289962 10.685087 -0.401 1.015 -0.840
H -17.510712 3.145457 12.618764 0.516 0.118 0.096
H -17.027501 1.969038 11.392193 0.120 0.006 0.051
H -17.141522 1.444415 13.058431 -0.216 0.091 0.119
H -19.228998 0.803981 12.043319 0.015 -0.649 0.430
H -21.023938 2.546742 12.546207 -0.535 -0.566 0.368
H -19.743218 3.439493 13.306099 -0.054 0.475 -0.031
H -20.686509 1.674363 16.219245 0.426 -0.263 -0.172
H -21.879457 2.191898 15.088210 -0.212 0.092 -0.343
H -20.543476 3.272192 15.501896 0.080 0.166 -0.094
H -18.629556 1.797743 10.121723 0.264 0.234 -0.411
H -20.174812 1.856130 10.400959 -0.358 0.271 -0.214
C -16.903097 0.246287 15.703983 -0.104 -0.202 -0.792
C -17.551381 -0.870432 14.868102 -0.286 -0.190 1.722
C -17.288135 -2.313352 15.404946 0.083 0.793 -1.216
O -15.911744 -2.564079 15.467348 0.327 -0.534 0.765
C -15.577953 -3.983216 15.576061 0.114 2.355 -0.412
N -19.012132 -0.685193 14.897403 0.353 -1.091 0.058
H -15.827455 0.319940 15.543766 0.014 -0.056 0.155
H -17.149245 0.190382 16.764358 0.070 -0.126 -0.061
H -17.387764 1.121922 15.272158 0.325 0.505 0.349
H -17.218484 -0.732832 13.839340 0.157 -0.447 -0.117
H -17.769293 -2.962930 14.673749 -0.005 -0.432 -0.161
H -17.757308 -2.522265 16.366364 -0.233 0.379 0.289
H -15.786307 -4.303658 14.555273 0.270 -1.157 0.276
H -16.086682 -4.511585 16.382369 -0.497 -0.006 -0.183
H -14.526495 -3.937726 15.859738 0.076 -0.464 -0.469
H -19.264808 0.280044 14.740624 0.158 -0.082 -0.190
H -19.334553 -0.934731 15.821455 -0.149 -0.150 0.313
C -19.281937 0.307926 18.777430 1.171 -1.518 -0.779
C -20.647973 -0.377541 18.474959 1.967 0.531 1.929
C -20.654201 -1.929100 18.839653 -0.819 1.458 -0.268
O -19.882091 -2.629514 17.915065 0.739 -0.044 -0.753
C -20.090164 -4.027248 17.873023 -0.782 -0.045 0.114
N -21.560356 0.397647 19.298239 -1.942 -0.658 -0.120
H -18.974735 0.373932 19.821153 -0.775 -0.081 0.377
H -19.186461 1.314946 18.371359 -0.231 -0.061 -0.228
H -18.478396 -0.314531 18.383771 0.267 0.140 -0.492
H -20.845616 -0.229266 17.413325 -0.351 -0.310 0.113
H -21.688369 -2.273478 18.835675 -0.346 0.062 -0.258
H -20.307693 -2.132986 19.852795 0.324 0.335 0.311
H -19.188114 -4.559564 17.571275 0.066 0.196 0.256
H -20.879414 -4.308558 17.175858 -0.054 0.261 -0.533
H -20.505859 -4.386116 18.814569 0.543 -0.163 0.438
H -21.693397 1.338204 18.955088 0.078 -0.060 -0.072
H -21.261817 0.456369 20.261321 0.156 -0.050 -0.076
C -18.485731 -4.089161 11.584509 -0.122 -1.040 -0.776
C -19.812774 -3.583382 12.085044 1.021 0.731 1.244
C -20.192636 -4.201767 13.465473 0.261 0.146 -1.040
O -20.222123 -5.597172 13.257753 -0.685 -0.640 0.078
C -20.029342 -6.318195 14.455050 0.564 0.056 0.261
N -19.596199 -2.141178 12.190802 -1.077 -0.490 -0.251
H -18.103198 -3.480768 10.764980 -0.450 -0.002 -0.313
H -18.655707 -5.110669 11.244340 0.736 -0.255 0.038
H -17.676940 -4.000339 12.309824 -0.185 -0.347 0.495
H -20.645817 -3.782820 11.410983 0.238 -0.031 -0.220
H -21.134871 -3.792046 13.829343 -0.664 -0.125 -0.192
H -19.520285 -3.930627 14.279430 0.694 -0.046 -0.190
H -20.827893 -6.125135 15.171401 0.158 0.411 0.368
H -19.023942 -6.053661 14.782600 -0.086 0.179 0.844
H -19.995811 -7.405879 14.392504 -0.224 -0.036 -0.966
H -20.534068 -1.766766 12.208181 0.107 0.875 0.297
H -19.156916 -2.006154 13.090194 -0.129 0.694 0.267
C -22.586491 -4.904334 9.871408 -0.331 1.127 -0.059
C -23.411164 -4.164413 10.978297 -0.669 -0.887 -1.880
C -24.924404 -4.024373 10.572669 1.990 0.305 -0.324
O -24.995851 -3.450755 9.219414 -0.723 -0.936 2.308
C -26.347273 -3.170932 8.920858 0.299 0.922 -0.779
N -23.319943 -4.858327 12.207074 0.430 0.249 2.198
H -22.514801 -4.283588 8.978309 -0.145 -0.039 -0.185
H -23.026489 -5.864194 9.600887 -0.151 -0.049 0.120
H -21.557710 -5.070172 10.191104 -0.052 -0.107 0.223
H -23.054640 -3.143527 11.115378 0.319 0.119 -0.123
H -25.397429 -3.399399 11.330136 -0.151 0.532 -0.187
H -25.382461 -5.003915 10.709754 -0.230 -0.332 -0.740
H -26.840576 -2.507209 9.630953 0.072 -0.199 0.669
H -26.955543 -4.061721 8.764028 0.023 -0.139 -0.026
H -26.318547 -2.542092 8.031016 -0.122 -0.400 -0.402
H -23.756988 -5.757851 12.348304 -0.746 -0.184 -0.862
H -22.364855 -5.024161 12.490618 0.281 0.283 -0.098
C -22.978176 -8.110805 13.855537 1.450 -1.377 0.795
C -23.907301 -8.573392 12.739940 0.836 0.628 0.540
C -24.661510 -9.894056 13.045041 0.075 1.977 1.372
O -23.792305 -10.948523 13.345636 0.165 -0.345 -1.052
C -24.378991 -12.233786 13.380736 0.695 -0.299 0.073
N -24.764185 -7.405450 12.616923 -1.193 -0.913 -0.807
H -23.411621 -8.121638 14.855584 -0.767 0.034 -0.036
H -22.524493 -7.125031 13.752891 -0.262 0.037 -0.619
H -22.148226 -8.801267 14.005690 0.263 -0.163 -0.223
H -23.357876 -8.673561 11.803889 0.244 -0.132 -0.071
H -25.430663 -10.039838 12.286590 0.175 -0.643 -0.319
H -25.176323 -9.632218 13.969434 -0.656 -0.145 0.221
H -23.555852 -12.944727 13.309336 0.111 -0.035 -0.029
H -25.023258 -12.449844 12.528476 -0.304 0.279 0.061
H -24.852293 -12.438482 14.341043 -0.464 0.179 -0.018
H -25.164492 -7.190339 13.518908 -0.043 0.286 0.536
H -25.601787 -7.717263 12.146474 -0.297 0.268 -0.553
C -22.765639 -1.252441 15.590959 0.057 -0.335 -0.505
C -22.942089 -1.071103 14.035217 -0.201 0.778 1.038
C -24.301403 -0.444940 13.593425 -0.373 -1.625 0.223
O -25.358847 -1.421483 13.899624 1.699 0.637 1.733
C -26.576701 -1.018335 13.389143 0.079 0.448 -1.919
N -21.781551 -0.348826 13.444526 -1.525 -0.672 -0.212
H -22.847606 -0.372583 16.229099 -0.094 0.339 -0.321
H -21.764352 -1.661827 15.724911 0.317 0.140 0.002
H -23.388456 -2.022738 16.045757 -0.520 0.092 -0.301
H -22.945884 -2.103790 13.686456 0.029 0.008 -0.547
H -24.362060 -0.265759 12.519961 0.474 -0.173 -0.351
H -24.540312 0.522047 14.036085 0.090 0.055 0.558
H -27.457281 -1.577234 13.705876 0.438 -0.245 0.380
H -26.403549 -1.169197 12.323615 -0.984 0.006 -0.709
H -26.773256 0.050769 13.469677 -0.053 0.226 0.548
H -21.708623 0.608872 13.756919 -0.216 -0.207 0.092
H -20.939007 -0.814002 13.750860 0.265 0.149 0.216
C -13.970382 -7.152573 15.508560 -0.028 -0.909 -0.835
C -13.324681 -7.897602 14.279095 -2.199 1.872 0.313
C -13.645559 -7.110061 12.951487 1.913 -1.191 0.218
O -14.959762 -7.058727 12.613942 -2.246 1.043 -0.241
C -15.249786 -6.191021 11.511737 -0.652 -0.548 -0.014
N -11.927611 -7.903738 14.453611 1.868 -0.459 -0.050
H -15.049884 -7.089281 15.371596 -0.019 0.530 0.118
H -13.440154 -6.206017 15.613408 -0.467 0.398 -0.247
H -13.796263 -7.648205 16.463622 0.024 -0.477 -0.115
H -13.687367 -8.923330 14.212486 -0.136 0.027 -0.142
H -13.154037 -7.626943 12.127262 0.739 -0.218 -0.015
H -13.213365 -6.109709 12.976129 0.223 0.341 0.413
H -16.336074 -6.103544 11.491341 0.046 0.021 -0.082
H -14.925133 -6.584980 10.548669 0.136 -0.558 -0.037
H -14.833955 -5.183469 11.507621 0.314 0.089 0.920
H -11.617567 -6.974909 14.701094 0.158 0.291 -0.169
H -11.717923 -8.448661 15.277748 0.220 -0.283 0.030
C -13.017622 -0.700612 7.186727 -0.993 1.163 -0.442
O -13.842520 -0.921575 8.287176 0.749 0.070 1.742
C -14.061918 -2.270395 8.506201 -1.773 -1.638 1.047
C -14.750278 -2.507978 9.906790 1.828 0.699 -1.846
N -13.863109 -1.959838 10.908906 -0.315 -0.355 0.826
C -14.455861 -1.969772 12.233697 -0.143 -0.104 0.773
C -13.726375 -1.038772 13.177504 -0.858 -0.827 -0.259
O -14.230858 0.257757 12.913178 0.163 -0.750 0.431
C -13.667320 1.194875 13.761149 0.370 1.084 0.232
H -12.058623 -1.218104 7.162118 -0.165 -0.419 0.140
H -12.824904 0.371969 7.209658 0.141 0.017 -0.301
H -13.699917 -0.926225 6.367164 0.804 -0.114 -0.975
H -13.185622 -2.908940 8.394638 0.464 0.268 0.143
H -14.799703 -2.634931 7.791428 -0.105 -0.204 -0.516
H -14.850962 -3.578734 10.084136 -0.193 -0.003 -0.197
H -15.728900 -2.044759 9.780962 -0.376 0.150 0.643
H -13.646372 -0.991484 10.720687 -0.031 0.126 -0.440
H -14.490074 -2.919228 12.768000 0.465 -0.708 -0.583
H -15.514879 -1.716182 12.185870 -0.315 0.502 0.111
H -12.656468 -1.215066 13.066490 0.466 0.777 -0.607
H -13.871980 -1.359871 14.208919 -0.677 0.320 0.292
H -12.610859 1.292551 13.511226 0.196 0.532 -0.016
H -13.702808 0.998140 14.832655 -0.224 -0.760 0.194
H -14.233096 2.121645 13.665778 0.308 0.174 -0.397
C -20.191148 -7.781830 11.206409 0.211 0.543 0.759
O -19.592757 -8.287260 10.047043 -1.068 -1.660 -0.495
C -20.409913 -9.310459 9.382160 0.653 0.751 -0.287
C -21.077537 -8.754617 8.119539 -0.295 -2.004 0.333
N -21.723899 -9.984649 7.458625 -0.070 2.946 0.166
C -22.375807 -9.640972 6.173577 0.444 -1.268 0.815
C -23.100643 -10.856662 5.672947 0.428 -1.035 -2.110
O -22.185919 -11.967206 5.314915 -1.751 0.741 0.917
C -22.924433 -13.034407 4.728270 1.075 -0.857 0.411
H -20.489387 -8.527497 11.943393 -0.276 -0.539 -0.259
H -21.043331 -7.134866 10.998309 -0.135 0.057 -0.042
H -19.449048 -7.209861 11.763399 0.048 0.270 -0.396
H -21.144252 -9.852466 9.978036 -0.142 0.650 0.713
H -19.734704 -10.116587 9.095184 0.390 0.157 -0.239
H -20.309496 -8.178877 7.603080 0.073 -0.420 -0.793
H -21.858689 -8.025663 8.335268 -0.262 -0.178 0.207
H -21.098053 -10.774950 7.396693 0.221 0.177 -0.365
H -21.687945 -9.267337 5.415063 0.214 -0.005 -0.121
H -23.147341 -8.882541 6.306306 0.091 0.171 0.363
H -23.541787 -10.657507 4.696300 -0.344 0.635 -0.103
H -23.944046 -11.163195 6.291663 0.379 -0.318 0.556
H -23.636695 -13.572321 5.353933 -0.257 0.569 0.763
H -22.161280 -13.798094 4.578334 -0.022 0.013 -0.621
H -23.475501 -12.821086 3.812352 0.330 0.523 -0.258
C -16.518762 1.880575 7.542093 -0.603 -0.655 -0.080
O -17.612831 0.950307 7.544502 -0.388 2.068 -1.196
C -17.365365 -0.337460 7.958427 -0.047 -1.090 0.509
C -18.549565 -1.269715 7.543466 0.446 0.905 1.388
N -19.869475 -0.688903 7.880956 0.594 -0.316 -1.212
C -20.219443 -0.937704 9.263431 -0.122 0.659 -0.551
C -21.587324 -0.396858 9.603319 -0.477 -0.772 1.372
O -21.575102 1.011752 9.704163 -1.375 1.379 -0.817
C -22.889340 1.671108 9.731519 0.844 -1.388 -0.187
H -16.849463 2.840536 7.145578 -0.434 -0.147 0.153
H -15.738802 1.547668 6.857304 0.302 -0.275 0.229
H -16.155811 2.031965 8.558683 0.302 -0.075 0.038
H -17.251555 -0.305552 9.042000 0.065 -0.348 0.454
H -16.429960 -0.718602 7.548755 0.207 -0.150 -0.137
H -18.506252 -2.149680 8.185234 0.466 -0.335 -0.239
H -18.354420 -1.585659 6.518674 -0.752 0.211 -0.216
H -19.814868 0.309287 7.736974 -0.103 0.199 -0.197
H -19.519598 -0.453718 9.944656 0.217 -0.211 0.385
H -20.176959 -2.015854 9.417996 -0.193 -0.013 0.296
H -21.801879 -0.760845 10.608098 -0.147 -0.229 0.392
H -22.400492 -0.805344 9.003305 0.083 0.294 -0.671
H -23.449004 1.437492 8.825808 0.135 -0.007 -0.250
H -22.788293 2.753747 9.807578 0.425 -0.214 0.112
H -23.484440 1.272475 10.553138 0.078 0.090 0.324
C -20.778390 -8.109538 17.637952 0.189 -0.031 0.903
O -19.525228 -7.633483 17.191418 -0.798 0.340 -0.920
C -18.400777 -8.277275 17.719117 0.259 -0.607 0.479
C -17.570545 -7.252201 18.484482 0.833 -0.024 0.142
N -16.213777 -7.697101 18.859178 0.143 -0.037 -1.259
C -15.449189 -6.747279 19.647057 0.877 0.017 -0.322
C -13.963146 -7.219344 19.806250 -2.268 0.142 0.408
O -13.350543 -6.444478 20.785654 1.001 -0.123 0.953
C -12.006191 -6.896981 20.996100 0.064 1.096 -0.216
H -20.720010 -8.029228 18.723417 -0.683 -0.015 0.294
H -21.028775 -9.143816 17.402005 0.464 -0.263 -0.349
H -21.602222 -7.515584 17.242212 0.325 0.344 -0.018
H -17.881195 -8.740945 16.880585 0.569 0.227 0.025
H -18.672204 -9.113543 18.363398 -0.269 -0.106 0.231
H -18.043776 -6.886351 19.395688 -0.796 -0.088 0.084
H -17.559512 -6.399917 17.805073 0.615 0.217 0.020
H -16.236532 -8.554909 19.391843 -0.333 -0.217 -0.106
H -15.942484 -6.656476 20.614795 0.370 0.526 0.424
H -15.364374 -5.782275 19.147380 -0.568 0.140 0.010
H -13.443792 -7.110093 18.854188 0.038 -0.490 -0.150
H -14.076185 -8.232336 20.192482 0.631 -0.584 -0.463
H -11.437365 -6.619716 20.108598 0.241 -0.423 -0.247
H -11.885907 -7.953480 21.235768 -0.418 -0.189 -0.219
H -11.526509 -6.341021 21.801653 -0.488 0.155 0.175
C -23.758828 -4.868740 17.468865 0.617 0.865 -0.468
O -24.934507 -4.789703 16.708099 -0.670 0.067 -0.674
C -24.779663 -4.729368 15.264699 0.251 0.278 0.187
C -26.146147 -4.668350 14.533613 1.902 0.350 1.173
N -26.657467 -5.981771 14.525445 -0.130 -1.360 -0.441
C -27.927382 -6.045622 13.881117 -0.824 -1.410 0.106
C -28.379252 -7.556173 13.827670 0.746 1.718 0.967
O -27.643993 -8.325540 12.897750 -1.398 -0.098 -0.738
C -28.093048 -8.064272 11.540466 0.412 0.277 0.941
H -23.259774 -3.901429 17.526754 -0.151 0.556 0.112
H -22.961090 -5.458016 17.016682 -0.209 -0.822 -0.139
H -23.959008 -5.169067 18.497367 -0.269 -0.286 -0.239
H -24.214652 -5.616627 14.978978 -0.282 -0.379 -0.259
H -24.144747 -3.930606 14.881354 -0.035 0.603 0.590
H -25.979338 -4.320946 13.514012 0.166 -0.043 -0.044
H -26.837341 -3.972464 15.009125 0.051 0.465 0.281
H -26.776302 -6.342611 15.461267 0.263 0.107 0.282
H -27.865840 -5.552297 12.911089 -0.075 -0.174 -0.177
H -28.630435 -5.483489 14.495781 -0.739 0.131 -0.150
H -29.467452 -7.614180 13.851469 -0.274 -0.284 -1.158
H -28.166065 -7.919449 14.832999 0.518 -0.372 -0.019
H -29.180489 -8.005707 11.494148 -0.071 -0.190 -0.011
H -27.717048 -8.837683 10.870731 0.007 -0.033 0.233
H -27.691613 -7.095464 11.243211 0.002 0.068 -0.305
C -14.897669 -6.366746 4.290540 -0.175 -0.211 0.646
O -14.796057 -5.361402 5.293423 0.490 -0.147 0.687
C -14.454684 -5.853836 6.607037 -0.367 -0.328 0.559
C -15.625821 -6.581221 7.302560 0.130 1.324 -1.277
N -16.775493 -5.654301 7.384158 -0.377 -1.819 0.444
C -18.010294 -6.432391 7.772395 1.173 0.950 -0.426
C -19.200266 -5.545400 7.612849 -0.929 -0.415 0.874
O -19.662166 -5.407970 6.271584 -0.239 0.319 0.732
C -20.878354 -4.636480 6.312985 1.040 0.151 -0.383
H -15.082475 -5.921537 3.312922 0.171 0.289 0.233
H -15.735897 -7.030253 4.503244 -0.159 -0.139 -0.041
H -13.998243 -6.981929 4.264381 0.208 0.011 -0.119
H -14.106889 -5.046146 7.251069 -0.411 0.610 -0.439
H -13.598554 -6.527199 6.648507 0.188 -0.350 -0.803
H -15.310615 -6.951907 8.277932 -0.115 0.042 0.034
H -15.854234 -7.413563 6.636878 -0.206 -0.573 0.253
H -16.917157 -5.336632 6.435935 -0.066 0.312 -0.235
H -17.863178 -6.743951 8.806502 -0.331 0.139 0.107
H -18.183072 -7.346861 7.204955 0.308 -0.218 -0.379
H -18.990043 -4.620708 8.150292 0.109 0.723 -0.529
H -20.035895 -5.946000 8.186738 -0.164 -0.430 0.221
H -20.622189 -3.647892 6.694009 -0.166 0.336 -0.123
H -21.633984 -5.034672 6.990158 -0.007 -0.466 -0.058
H -21.247917 -4.569078 5.289766 -0.050 0.006 0.152
```
Positions in Å, forces in eV/Å.